[1]
The following is a DFT calculation (ωB97M-V/def2-TZVPD) of C23H23ClN5O2ReS as an isolated structure.

```
56
Properties=species:S:1:pos:R:3:lowdin_spin:R:1
Re -0.072 -0.908 -0.646 2.494
N -3.411 2.016 -0.505 0.003
C -2.625 0.918 -0.647 0.004
S -0.870 1.217 -0.993 0.073
N -3.066 -0.268 -0.540 -0.002
N -2.100 -1.289 -0.548 0.017
C -2.622 -2.473 -0.488 0.050
C -1.935 -3.727 -0.465 0.011
C -2.753 -4.876 -0.384 0.008
C -2.226 -6.139 -0.359 0.006
C -0.836 -6.291 -0.421 0.010
C -0.010 -5.196 -0.500 0.003
C -0.526 -3.889 -0.523 0.014
O 0.336 -2.894 -0.592 0.083
H -3.145 2.855 -0.996 0.000
H -4.403 1.842 -0.432 0.000
H -3.708 -2.506 -0.459 0.001
H -3.827 -4.738 -0.342 0.000
H -2.872 -7.003 -0.297 0.000
H -0.403 -7.283 -0.409 0.000
H 1.065 -5.309 -0.557 0.000
C 0.598 0.492 3.776 0.004
C 0.842 -0.367 2.567 0.019
O -0.055 -0.603 1.751 0.089
N 2.079 -0.873 2.429 0.004
C 2.427 -1.854 1.409 0.004
C 2.980 -1.230 0.150 0.009
C 4.348 -1.199 -0.066 0.000
C 4.856 -0.618 -1.215 0.009
C 3.969 -0.069 -2.125 0.000
C 2.619 -0.123 -1.844 0.028
N 2.119 -0.696 -0.736 0.019
H -0.389 0.937 3.705 0.000
H 1.351 1.276 3.859 0.001
H 0.645 -0.120 4.678 0.000
H 2.767 -0.637 3.125 0.000
H 1.543 -2.441 1.168 0.002
H 3.174 -2.523 1.830 0.000
H 5.011 -1.642 0.665 0.000
H 5.922 -0.596 -1.397 0.001
H 4.308 0.396 -3.039 0.000
H 1.895 0.299 -2.527 0.012
Cl -1.527 8.185 -1.654 0.000
C -1.247 6.561 -1.133 0.000
C -1.451 6.222 0.196 0.000
C -1.230 4.917 0.605 0.000
C -0.801 3.947 -0.297 0.000
C -0.534 2.554 0.214 0.016
C -0.607 4.307 -1.626 0.001
C -0.828 5.609 -2.049 0.000
H -1.785 6.973 0.898 0.000
H -1.399 4.652 1.642 0.000
H -1.144 2.347 1.093 0.002
H 0.512 2.402 0.485 0.000
H -0.284 3.569 -2.349 0.001
H -0.678 5.887 -3.083 0.000
```

## Properties
- Charge: +1
- LUMO level (alpha / beta): -2.61 / -3.19 eV
- Gap between HOMO and LUMO (alpha / beta): 7.47 / 6.79 eV
- Calculated total energy: -61252.4790 eV
- HOMO (alpha / beta): -10.07 / -9.98 eV
- Relative energy (zero: lowest compared OMol25 entry of this formula, charge and spin): 123.5 kJ/mol
- Spin multiplicity: 4

=====

[2]
The following is a DFT calculation (ωB97M-V/def2-TZVPD) of C23H23InN7O3S as an isolated structure.

```
58
Properties=species:S:1:pos:R:3:lowdin_charge:R:1
In 0.268 -0.786 0.786 0.714
N 1.520 -1.796 -0.350 -0.117
C 2.671 -1.161 -0.684 -0.536
C 2.808 0.214 -1.020 -0.095
C 4.027 0.788 -1.311 -0.109
C 5.199 0.028 -1.302 -0.120
C 5.101 -1.323 -1.005 -0.116
C 3.881 -1.902 -0.680 -0.074
H 1.906 0.821 -1.050 0.077
H 4.072 1.842 -1.558 0.104
H 6.151 0.477 -1.548 0.096
H 5.992 -1.941 -1.007 0.104
H 3.817 -2.956 -0.437 0.110
O -4.141 -2.772 -5.347 -0.016
C -5.156 -2.128 -4.636 -0.242
N -4.922 -2.132 -3.197 0.099
C -3.882 -1.410 -2.721 -0.443
O -3.207 -0.670 -3.415 0.088
C -3.588 -1.522 -1.251 -0.087
C -4.541 -1.755 -0.272 0.024
C -4.154 -1.760 1.061 -0.011
C -2.830 -1.528 1.372 -0.096
N -1.908 -1.306 0.426 -0.022
C -2.277 -1.312 -0.857 -0.051
H -3.394 -2.164 -5.422 0.091
H -6.082 -2.667 -4.822 0.132
H -5.269 -1.088 -4.944 0.133
H -5.228 -2.936 -2.672 0.143
H -5.580 -1.903 -0.539 0.129
H -4.871 -1.932 1.852 0.122
H -2.481 -1.520 2.396 0.096
H -1.505 -1.147 -1.601 0.129
S 0.301 -1.332 3.296 0.683
C 2.013 -1.356 3.049 -0.777
N 2.767 -2.271 3.689 0.097
C 4.100 -2.403 3.445 -0.017
C 4.683 -1.592 2.529 0.001
C 3.867 -0.632 1.898 -0.055
N 2.573 -0.506 2.191 0.044
H 2.300 -2.902 4.328 0.158
H 4.619 -3.168 4.003 0.141
H 5.731 -1.674 2.292 0.127
H 4.285 0.094 1.211 0.114
N -1.491 6.307 0.326 0.189
C -0.681 5.677 1.204 -0.489
O -0.053 6.249 2.067 0.089
C -0.561 4.172 1.068 -0.090
C 0.042 3.497 2.119 0.041
C 0.197 2.128 2.042 -0.089
N -0.214 1.428 0.980 -0.027
C -0.782 2.073 -0.043 -0.100
C -0.977 3.440 -0.038 0.020
H -1.589 7.305 0.418 0.125
H -2.092 5.824 -0.316 0.096
H 0.393 4.053 2.977 0.133
H 0.665 1.559 2.836 0.091
H -1.074 1.478 -0.901 0.119
H -1.418 3.900 -0.911 0.119
```

## Properties
- Charge: +1
- LUMO level: -3.22 eV
- Gap between HOMO and LUMO: 5.66 eV
- Calculated total energy: -56801.2110 eV
- HOMO: -8.88 eV
- Relative energy (zero: lowest compared OMol25 entry of this formula, charge and spin): 258.6 kJ/mol

=====

[3]
The following is a DFT calculation (ωB97M-V/def2-TZVPD) of an isolated ion of composition C23H23N2O7S and charge -1 at a distorted geometry.

```
56
Properties=species:S:1:pos:R:3:nbo_charge:R:1
C -3.962 -0.757 1.342 -0.641
C -3.019 0.337 1.722 -0.071
O -1.737 -0.334 1.913 -0.524
C -0.865 0.393 2.636 0.847
C 0.387 -0.431 2.944 -0.318
C 1.606 0.518 2.778 0.661
O 1.629 1.682 3.066 -0.511
C 2.699 -0.270 2.040 -0.527
C 2.201 -1.716 2.006 -0.402
C 0.683 -1.545 1.946 -0.403
O -1.071 1.516 3.045 -0.587
H -4.910 -0.340 1.004 0.193
H -3.532 -1.378 0.553 0.207
H -4.155 -1.393 2.210 0.256
H -2.902 1.092 0.934 0.170
H -3.325 0.824 2.656 0.207
H 2.771 0.122 1.013 0.216
H 3.672 -0.135 2.516 0.236
H 2.602 -2.297 1.170 0.203
H 2.493 -2.215 2.941 0.205
H 0.114 -2.448 2.168 0.284
H 0.398 -1.180 0.951 0.199
C 2.423 -0.524 11.842 -0.630
C 2.270 -0.309 10.365 -0.002
C 2.454 0.971 9.843 -0.226
C 2.330 1.212 8.481 -0.184
C 1.972 0.169 7.622 -0.254
S 1.832 0.571 5.887 2.303
O 1.933 1.997 5.821 -0.909
O 2.669 -0.308 5.111 -0.951
N 0.262 0.127 5.333 -0.646
C -0.896 0.368 6.051 0.130
C -1.115 1.256 7.090 -0.262
C -2.401 1.331 7.627 -0.254
C -3.449 0.532 7.124 -0.238
C -3.238 -0.373 6.089 -0.253
C -1.949 -0.443 5.546 0.021
C -1.385 -1.238 4.526 -0.126
N -2.037 -2.308 3.929 0.484
O -3.287 -2.407 4.061 -0.557
O -1.388 -3.137 3.244 -0.559
C 0.077 -0.926 4.316 -0.010
C 1.827 -1.131 8.117 -0.189
C 1.960 -1.356 9.489 -0.210
H 2.271 -1.573 12.106 0.214
H 3.422 -0.224 12.180 0.217
H 1.703 0.081 12.406 0.221
H 2.701 1.795 10.512 0.208
H 2.483 2.212 8.089 0.248
H -0.296 1.879 7.433 0.210
H -2.597 2.033 8.433 0.196
H -4.448 0.623 7.546 0.195
H -4.006 -1.030 5.685 0.246
H 0.675 -1.799 4.614 0.220
H 1.603 -1.947 7.435 0.237
H 1.825 -2.358 9.900 0.211
```

## Properties
- Charge: -1
- LUMO level: 2.40 eV
- Gap between HOMO and LUMO: 5.70 eV
- Calculated total energy: -52370.9488 eV
- HOMO: -3.29 eV
- Relative energy (zero: lowest compared OMol25 entry of this formula, charge and spin): 0.0 kJ/mol

=====

[4]
The following is a DFT calculation (ωB97M-V/def2-TZVPD) of one molecule with the formula C23H23N3O6.

```
55
Properties=species:S:1:pos:R:3:nbo_charge:R:1
C -0.882 -2.337 -7.328 -0.249
H -0.634 -2.924 -6.439 0.181
O 0.092 -1.355 -7.582 -0.520
C 0.302 -0.386 -6.627 0.214
C -0.360 -0.284 -5.424 -0.248
C -0.065 0.756 -4.531 -0.117
C 0.915 1.685 -4.886 -0.165
C 1.587 1.586 -6.088 -0.284
C 1.291 0.558 -6.970 0.353
O 1.944 0.464 -8.150 -0.666
H 1.604 -0.308 -8.623 0.496
H 2.346 2.299 -6.367 0.228
H 1.153 2.489 -4.207 0.218
C -0.746 0.904 -3.268 -0.062
C -1.651 0.075 -2.722 -0.347
C -2.263 0.394 -1.439 0.770
O -2.089 1.410 -0.799 -0.634
O -3.090 -0.589 -1.034 -0.492
C -3.843 -0.372 0.152 -0.166
H -4.724 -1.011 0.068 0.219
H -4.135 0.684 0.212 0.212
C -3.087 -0.757 1.434 0.654
O -3.464 -1.672 2.140 -0.624
N -2.028 0.033 1.685 -0.607
C -1.113 -0.096 2.733 -0.047
C -1.280 -0.412 4.050 0.243
N -0.070 -0.294 4.699 -0.214
N 0.893 0.005 3.737 -0.283
C 0.290 0.195 2.499 0.605
O 0.855 0.547 1.480 -0.637
C 2.158 0.486 4.097 0.213
C 3.229 0.294 3.228 -0.232
C 4.479 0.778 3.567 -0.195
C 4.676 1.437 4.769 -0.223
C 3.608 1.633 5.628 -0.201
C 2.349 1.170 5.296 -0.270
H 1.511 1.352 5.952 0.221
H 3.751 2.161 6.560 0.214
H 5.656 1.804 5.033 0.214
H 5.306 0.632 2.889 0.216
H 3.065 -0.211 2.291 0.245
C 0.310 -1.169 5.788 -0.426
H 1.388 -1.110 5.927 0.234
H -0.177 -0.842 6.707 0.212
H 0.039 -2.208 5.584 0.200
C -2.514 -0.756 4.801 -0.679
H -3.186 -1.306 4.146 0.284
H -3.020 0.156 5.119 0.232
H -2.292 -1.353 5.680 0.218
H -1.743 0.704 0.971 0.450
H -1.973 -0.851 -3.170 0.213
H -0.494 1.789 -2.696 0.228
H -1.119 -1.001 -5.160 0.217
H -1.875 -1.892 -7.209 0.180
H -0.880 -2.986 -8.202 0.203
```

## Properties
- LUMO level: -0.01 eV
- Gap between HOMO and LUMO: 7.83 eV
- Calculated total energy: -40979.2017 eV
- HOMO: -7.85 eV
- Relative energy (zero: lowest compared OMol25 entry of this formula, charge and spin): 193.8 kJ/mol

=====

[5]
The following is a DFT calculation (ωB97M-V/def2-TZVPD) of C23H23N3O7SeZr as an isolated structure at a distorted geometry.

```
58
Properties=species:S:1:pos:R:3:nbo_charge:R:1
Zr 7.848 8.136 15.033 2.391
O 7.335 9.785 16.048 -0.808
C 7.580 10.594 17.073 0.360
C 6.921 11.803 17.124 -0.248
C 7.170 12.620 18.212 -0.178
C 8.039 12.244 19.223 -0.250
C 8.661 11.016 19.185 -0.175
C 8.363 10.127 18.135 -0.127
C 8.650 8.726 18.274 0.368
N 8.369 7.817 17.365 -0.542
C 8.508 6.588 17.983 -0.065
C 8.986 6.761 19.223 -0.080
N 9.023 8.100 19.393 -0.498
H 6.195 11.968 16.339 0.231
H 6.691 13.559 18.348 0.213
H 8.102 12.884 20.097 0.215
H 9.244 10.734 20.040 0.197
H 8.341 5.672 17.493 0.243
H 9.347 6.070 20.036 0.236
H 9.163 8.536 20.250 0.414
C 9.595 9.157 7.431 -0.255
O 9.933 8.939 8.801 -0.492
C 8.883 8.862 9.663 0.359
C 7.611 8.422 9.240 -0.344
C 6.621 8.365 10.176 -0.098
C 6.871 8.488 11.533 -0.303
C 5.771 8.512 12.495 0.648
C 4.333 8.894 12.093 -0.706
O 5.909 8.241 13.717 -0.627
C 8.183 8.861 11.967 0.413
O 8.559 8.904 13.238 -0.841
C 9.152 9.012 11.006 -0.296
H 10.534 9.310 6.913 0.208
H 8.998 10.092 7.408 0.184
H 8.975 8.289 7.026 0.179
H 7.412 8.231 8.229 0.221
H 5.560 8.211 9.857 0.218
H 4.012 8.348 11.253 0.226
H 4.205 10.002 11.983 0.246
H 3.681 8.639 12.932 0.254
H 10.211 9.097 11.256 0.224
C 12.001 7.742 14.193 -0.629
C 11.034 7.835 15.349 0.150
C 11.764 8.065 16.717 -0.610
O 10.106 8.923 15.274 -0.741
C 10.302 6.480 15.328 0.784
O 10.906 5.464 15.571 -0.587
O 9.043 6.535 14.825 -0.825
H 11.430 7.707 13.269 0.217
H 12.571 6.824 14.296 0.253
H 12.612 8.607 14.210 0.212
H 12.365 9.020 16.679 0.213
H 12.445 7.185 16.921 0.236
H 10.971 8.195 17.436 0.213
H 10.072 9.313 14.368 0.527
Se 3.672 5.824 16.554 -0.197
C 5.272 6.233 16.017 0.196
N 6.303 6.692 15.743 -0.731
```

## Properties
- LUMO level: -0.26 eV
- Gap between HOMO and LUMO: 7.13 eV
- Calculated total energy: -109659.5711 eV
- HOMO: -7.39 eV
- Relative energy (zero: lowest compared OMol25 entry of this formula, charge and spin): 37.2 kJ/mol

=====

[6]
The following is a DFT calculation (ωB97M-V/def2-TZVPD) of C23H23N4O8PReS as an isolated structure at a distorted geometry.

```
61
Properties=species:S:1:pos:R:3:lowdin_spin:R:1
Re -1.209 -0.120 -1.123 0.815
N 0.134 -0.418 -2.813 -0.006
C -0.623 -0.168 -4.062 0.000
C -1.917 -0.945 -3.917 0.006
O -2.439 -1.540 -4.840 0.012
N -2.368 -0.893 -2.631 0.012
C -3.232 -1.961 -2.168 0.003
C -2.370 -2.778 -1.213 0.008
O -2.573 -3.911 -0.892 0.015
O -1.330 -2.058 -0.726 0.042
H 0.511 -1.366 -2.838 0.001
H 0.901 0.242 -2.712 0.000
H -0.814 0.902 -4.120 0.000
H -0.089 -0.499 -4.950 0.000
H -4.075 -1.565 -1.592 0.001
H -3.605 -2.587 -2.974 -0.001
O -1.521 2.115 1.015 0.017
S -2.353 1.073 1.587 0.004
O -3.612 1.482 2.130 0.001
O -2.527 -0.056 0.582 0.011
C -1.315 0.339 2.807 0.000
C -1.738 0.231 4.118 0.000
C -0.849 -0.234 5.079 0.000
C 0.441 -0.581 4.719 0.000
C 0.852 -0.490 3.395 0.000
C -0.018 -0.031 2.415 0.000
P 0.550 0.028 0.662 0.006
C 1.592 -1.484 0.598 -0.001
C 0.954 -2.697 0.873 0.000
C 1.651 -3.890 0.791 0.000
C 2.993 -3.891 0.433 0.000
C 3.638 -2.693 0.176 0.000
C 2.942 -1.492 0.260 0.000
C 1.651 1.455 0.541 0.003
C 2.445 1.622 -0.593 0.000
C 3.208 2.765 -0.755 0.000
C 3.167 3.764 0.209 0.000
C 2.363 3.615 1.327 0.000
C 1.601 2.467 1.492 0.001
H -2.746 0.527 4.373 0.000
H -1.164 -0.315 6.111 0.000
H 1.136 -0.933 5.470 0.000
H 1.857 -0.787 3.123 0.000
H -0.094 -2.715 1.139 0.000
H 1.140 -4.820 0.998 0.000
H 3.536 -4.825 0.364 0.000
H 4.689 -2.684 -0.082 0.000
H 3.473 -0.566 0.097 0.000
H 2.464 0.865 -1.367 0.000
H 3.821 2.884 -1.638 0.000
H 3.745 4.668 0.074 0.000
H 2.311 4.401 2.068 0.000
H 0.952 2.373 2.353 0.000
N -2.742 1.370 -1.725 -0.005
N -2.294 2.702 -1.847 -0.002
C -0.917 2.828 -1.620 0.005
O -0.367 3.878 -1.441 0.006
O -0.361 1.642 -1.720 0.044
H -3.136 1.058 -2.612 0.003
H -3.451 1.288 -1.001 0.001
H -2.869 3.409 -1.408 0.000
```

## Properties
- LUMO level (alpha / beta): -0.43 / -0.83 eV
- Gap between HOMO and LUMO (alpha / beta): 8.06 / 7.74 eV
- Calculated total energy: -68821.2099 eV
- HOMO (alpha / beta): -8.50 / -8.56 eV
- Relative energy (zero: lowest compared OMol25 entry of this formula, charge and spin): 36.4 kJ/mol
- Spin multiplicity: 2